one.
# C36H29N9OS4W

A structure of composition C36H29N9OS4W (ωB97M-V with the def2-TZVPD basis set, the OMol25 dataset).

highest occupied orbital energy (alpha / beta): -6.66 / -7.62 eV
charge: 0
2S+1: 3
HOMO-LUMO gap (alpha / beta): 6.468 / 7.423 eV

Geometry (Å):
W1 0.404 -0.504 -1.009
S1 2.305 0.748 -2.092
S2 0.659 -1.410 1.261
S3 4.612 1.070 -0.275
S4 2.231 -2.140 -1.256
O1 -0.891 0.682 -2.083
N1 -0.237 -3.174 -4.615
N2 2.106 1.311 0.519
N3 -1.764 -4.362 -2.033
N4 0.168 -1.489 -3.265
N5 0.754 1.305 0.072
N6 2.253 -8.209 -0.089
N7 -1.110 -2.472 -1.112
N8 -1.979 -0.112 0.354
N9 0.371 -7.205 3.414
C1 -1.806 -3.193 -0.177
C2 1.092 -5.393 1.713
C3 -2.017 0.374 1.596
C4 4.269 5.229 1.542
C5 -3.379 3.279 -2.169
C6 -2.213 -4.374 -0.726
C7 3.628 5.401 2.761
C8 -1.947 3.701 -0.311
C9 0.505 -2.255 -5.329
C10 0.718 3.630 0.780
C11 -3.170 0.859 2.186
C12 -1.128 2.607 -0.640
C13 -1.096 -3.199 -2.210
C14 -0.415 -2.660 -3.376
C15 0.124 2.435 0.087
C16 -2.602 2.200 -2.511
C17 3.701 3.025 3.112
C18 4.355 2.845 1.898
C19 2.887 1.087 -0.476
C20 2.099 -4.761 -0.389
C21 0.747 -1.219 -4.474
C22 3.347 4.293 3.548
C23 2.028 -7.122 0.208
C24 4.768 1.454 1.488
C25 0.786 -4.060 1.958
C26 1.103 -3.082 1.026
C27 -5.629 1.402 2.061
C28 -4.329 0.307 0.194
C29 4.636 3.960 1.117
C30 1.745 -5.747 0.526
C31 0.699 -6.400 2.663
C32 1.782 -3.429 -0.154
C33 -3.068 4.034 -1.036
C34 -1.486 1.807 -1.746
C35 -3.127 -0.146 -0.321
C36 -4.366 0.841 1.477
H1 2.615 -5.040 -1.298
H2 -5.721 1.146 3.116
H3 -4.237 3.535 -2.778
H4 0.271 -3.791 2.871
H5 -1.683 4.301 0.550
H6 1.302 -0.314 -4.646
H7 5.128 3.833 0.161
H8 5.826 1.282 1.693
H9 4.491 6.086 0.920
H10 -3.680 4.877 -0.747
H11 4.191 0.716 2.046
H12 -6.507 1.033 1.533
H13 -2.758 -5.205 -0.319
H14 0.785 -2.422 -6.352
H15 -3.132 1.251 3.194
H16 0.600 4.518 0.160
H17 -1.940 -2.827 0.826
H18 1.763 3.472 1.008
H19 -1.869 -5.108 -2.697
H20 -0.563 -4.059 -4.958
H21 -1.080 0.379 2.138
H22 -2.836 1.588 -3.374
H23 -5.623 2.491 1.984
H24 -3.069 -0.535 -1.331
H25 0.187 3.807 1.718
H26 3.460 2.159 3.717
H27 2.839 4.413 4.496
H28 3.343 6.391 3.092
H29 -5.225 0.259 -0.411

=====

two.
# C36H29N9OS4W

A structure of composition C36H29N9OS4W (ωB97M-V with the def2-TZVPD basis set, the OMol25 dataset).

highest occupied orbital energy (alpha / beta): -6.89 / -7.01 eV
charge: 0
2S+1: 3
HOMO-LUMO gap (alpha / beta): 6.170 / 6.029 eV

Geometry (Å):
W1 0.347 0.163 -0.867
S1 -1.005 -1.727 -1.375
S2 -0.490 -1.494 2.299
S3 -0.380 -4.269 -2.813
S4 -2.957 -2.292 1.478
O1 -0.408 1.089 -2.430
N1 1.833 0.308 0.721
N2 1.553 -1.108 -1.767
N3 -6.104 2.034 4.728
N4 3.428 1.261 1.895
N5 0.975 2.366 -0.579
N6 1.327 -2.245 -2.490
N7 -1.514 1.051 0.063
N8 2.093 3.941 0.471
N9 -2.391 2.822 6.336
C1 2.514 -0.682 1.397
C2 0.514 1.526 -5.918
C3 -5.187 1.392 4.468
C4 -2.773 0.919 4.630
C5 1.078 -5.467 1.344
C6 2.071 0.108 -2.209
C7 -3.800 1.692 -0.160
C8 -4.034 0.619 4.095
C9 0.303 1.051 -3.585
C10 -1.455 1.793 1.175
C11 3.502 -0.101 2.131
C12 -3.742 2.470 0.992
C13 3.490 0.448 -1.816
C14 2.697 -4.393 -0.634
C15 0.557 3.578 -1.061
C16 2.406 1.457 1.036
C17 3.047 -4.257 0.704
C18 -1.767 -0.691 3.148
C19 1.245 4.566 -0.424
C20 1.146 -5.189 -2.440
C21 -4.169 -0.381 3.136
C22 -4.938 3.210 1.508
C23 -1.645 0.250 4.159
C24 -2.681 1.015 -0.598
C25 0.133 -2.665 -2.287
C26 1.542 -5.077 -0.992
C27 0.739 -5.616 0.010
C28 -2.521 2.523 1.656
C29 -2.595 1.975 5.585
C30 1.819 1.044 -5.901
C31 -3.042 -1.052 2.677
C32 1.608 0.567 -3.550
C33 -0.252 1.537 -4.764
C34 2.362 0.569 -4.717
C35 2.236 -4.785 1.696
C36 1.887 2.614 0.341
H1 -4.721 1.594 -0.718
H2 -0.176 -6.129 -0.259
H3 3.376 0.189 -4.706
H4 3.315 -3.959 -1.408
H5 -5.070 4.143 0.957
H6 -2.412 3.082 2.575
H7 1.220 5.635 -0.528
H8 4.231 -0.522 2.797
H9 4.190 0.081 -2.571
H10 -0.670 0.496 4.562
H11 -0.188 3.645 -1.833
H12 3.765 -0.028 -0.875
H13 0.898 -6.216 -2.713
H14 -5.147 -0.611 2.737
H15 3.960 -3.735 0.968
H16 2.500 -4.669 2.739
H17 2.710 4.402 1.116
H18 -1.269 1.905 -4.765
H19 -4.828 3.451 2.564
H20 4.022 1.963 2.299
H21 -2.707 0.404 -1.489
H22 -0.518 1.758 1.720
H23 1.947 -4.841 -3.088
H24 2.408 1.040 -6.808
H25 0.090 1.896 -6.842
H26 -5.846 2.621 1.388
H27 2.243 -1.720 1.307
H28 0.432 -5.872 2.112
H29 3.642 1.528 -1.737

=====

Which is most stable, and by how much? one, by 1.257 eV.

=====

one.
# C22H42IrNOP3

A structure of composition C22H42IrNOP3 (ωB97M-V with the def2-TZVPD basis set, the OMol25 dataset).

highest occupied orbital energy (alpha / beta): -18.45 / -20.98 eV
charge: +4
2S+1: 6
HOMO-LUMO gap (alpha / beta): 6.005 / 4.618 eV

Geometry (Å):
Ir1 0.347 0.529 0.080
P1 1.138 2.733 -0.093
P2 1.938 -0.935 0.938
P3 0.791 0.149 -2.074
O1 -1.820 -2.830 0.383
N1 -0.423 1.133 1.923
C1 0.242 -1.353 -2.967
C2 -1.328 -3.856 -1.677
C3 -3.089 -2.145 -1.526
C4 -1.637 -4.021 -3.007
C5 3.532 -0.017 1.062
C6 0.328 1.114 3.038
C7 -0.219 1.414 4.288
C8 2.464 3.153 -1.291
C9 1.853 3.480 1.428
C10 -3.436 -2.404 -2.836
C11 -1.684 1.601 1.979
C12 2.525 0.128 -2.741
C13 -2.222 2.082 3.176
C14 -2.066 -2.928 -0.859
C15 -2.698 -3.317 -3.600
C16 1.682 -1.674 2.609
C17 -1.501 1.952 4.354
C18 -0.178 1.429 -2.963
C19 -3.488 -2.107 2.625
C20 2.259 -2.426 -0.070
C21 -0.222 3.906 -0.486
C22 -3.642 -0.874 2.135
H1 -2.967 -3.528 -4.639
H2 3.432 0.862 1.714
H3 -0.305 1.102 -4.001
H4 3.282 3.662 -0.761
H5 3.865 0.325 0.074
H6 0.290 2.420 -2.957
H7 2.527 2.782 1.937
H8 -0.912 3.488 -1.229
H9 -2.893 -0.121 2.273
H10 0.623 -2.253 -2.472
H11 0.610 -1.842 2.771
H12 2.677 -0.823 -3.271
H13 2.349 -2.191 -1.133
H14 2.668 0.932 -3.475
H15 2.057 -1.027 3.412
H16 -3.215 2.507 3.146
H17 -0.566 -4.449 -1.173
H18 1.388 0.855 2.940
H19 -3.611 -1.399 -0.901
H20 0.628 -1.352 -3.998
H21 2.435 4.370 1.149
H22 3.292 0.197 -1.962
H23 3.191 -2.900 0.267
H24 0.212 4.835 -0.883
H25 -3.003 -2.341 3.593
H26 -2.288 1.498 1.074
H27 -0.955 -0.590 -0.156
H28 4.298 -0.681 1.489
H29 0.413 1.263 5.163
H30 -4.315 -1.919 -3.277
H31 1.054 3.782 2.117
H32 1.423 -3.128 0.064
H33 -4.588 -0.525 1.663
H34 -1.917 2.277 5.313
H35 -3.947 -2.959 2.123
H36 -1.034 -4.730 -3.601
H37 2.202 -2.639 2.683
H38 -0.849 -1.415 -3.010
H39 -0.777 4.131 0.435
H40 2.074 3.831 -2.060
H41 -1.170 1.504 -2.495
H42 2.879 2.268 -1.781

=====

two.
# C22H42IrNOP3

A structure of composition C22H42IrNOP3 (ωB97M-V with the def2-TZVPD basis set, the OMol25 dataset).

highest occupied orbital energy (alpha / beta): -18.42 / -19.98 eV
charge: +4
2S+1: 6
HOMO-LUMO gap (alpha / beta): 4.844 / 2.086 eV

Geometry (Å):
Ir1 0.049 0.163 0.745
P1 -1.730 -1.318 0.407
P2 1.372 -1.098 -0.515
P3 1.350 -0.523 2.557
O1 -2.332 1.101 -3.552
N1 -0.527 1.730 2.172
C1 -1.867 -2.318 -1.128
C2 -0.115 1.749 -4.135
C3 -0.034 -0.290 -6.067
C4 2.284 -2.119 2.838
C5 -1.717 -2.560 1.743
C6 1.057 -0.932 -2.311
C7 1.337 -2.913 -0.219
C8 3.184 -0.784 -0.470
C9 0.560 -0.440 4.213
C10 0.111 1.824 -0.382
C11 -1.203 -0.091 -5.331
C12 -2.187 2.702 3.596
C13 -3.415 -0.625 0.555
C14 -1.497 3.914 3.616
C15 -1.153 1.699 -1.013
C16 0.229 2.837 2.346
C17 -1.672 1.615 2.876
C18 2.766 0.655 2.671
C19 1.064 1.479 -4.839
C20 1.103 0.476 -5.812
C21 -0.239 3.969 3.005
C22 -1.227 0.928 -4.354
H1 1.154 -3.440 -1.162
H2 3.404 0.286 -0.411
H3 1.948 2.064 -4.614
H4 1.819 -2.982 2.345
H5 -4.137 -1.401 0.270
H6 -1.074 -3.076 -1.193
H7 0.404 4.849 3.038
H8 -3.611 -0.342 1.594
H9 -3.594 0.250 -0.079
H10 -2.838 -2.839 -1.108
H11 1.219 -0.962 4.923
H12 2.469 1.531 3.258
H13 1.002 1.718 -1.031
H14 3.631 -1.172 -1.397
H15 -1.750 -2.062 2.718
H16 0.165 2.794 0.117
H17 -1.267 2.483 -1.766
H18 0.057 -1.286 -2.583
H19 -0.839 -3.210 1.719
H20 -2.086 -0.705 -5.492
H21 -1.910 4.797 4.103
H22 -2.065 1.304 -0.586
H23 -0.005 -1.066 -6.829
H24 -2.614 -3.185 1.625
H25 3.668 -1.292 0.375
H26 -0.421 -0.933 4.213
H27 0.556 -3.199 0.492
H28 1.800 -1.519 -2.863
H29 -1.840 -1.680 -2.021
H30 1.215 2.865 1.847
H31 2.302 -3.247 0.179
H32 -0.164 2.547 -3.389
H33 2.029 0.297 -6.371
H34 3.333 -1.994 2.517
H35 2.278 -2.302 3.928
H36 1.148 0.117 -2.614
H37 0.456 0.598 4.556
H38 3.581 0.123 3.186
H39 -2.190 0.654 2.851
H40 3.113 0.967 1.681
H41 -3.117 2.549 4.142
H42 -2.779 0.269 -3.378

=====

Which is most stable, and by how much? one, by 0.898 eV.